# 1
59
Properties=species:S:1:pos:R:3:nbo_charge:R:1 method="wB97M-V/def2-TZVPD" de_lowest_kj_mol=0.0 total_charge=+1 gap_ev=7.54
C 0.841 3.538 -1.831 -0.22
C 3.200 -0.426 2.624 -0.22
C -0.551 -1.010 -2.958 -0.42
C -1.437 2.765 0.138 -0.42
C 0.400 2.251 -1.566 0.11
C 1.327 1.365 -3.635 -0.23
H 0.424 0.918 3.527 0.23
C -1.284 0.776 -1.368 0.51
H 5.778 -0.709 2.767 0.21
C -2.706 0.445 -1.372 -0.09
C 0.641 1.186 -2.446 0.18
C 1.813 -0.388 2.488 -0.02
H 1.885 1.690 2.918 0.22
H -1.633 0.064 1.943 0.19
C -3.435 -0.488 -0.588 -0.20
H -5.438 -1.183 -0.190 0.24
H 0.533 1.354 1.806 0.19
C -0.285 -1.541 1.682 -0.44
H -5.097 1.775 -3.394 0.24
C -3.311 1.246 -2.371 -0.21
C 3.894 -1.650 2.535 0.00
H 1.926 4.722 -3.284 0.24
H 5.806 -2.129 1.725 0.22
C 1.771 2.672 -3.927 -0.19
H 5.698 -2.349 3.469 0.23
H -2.491 2.943 -0.143 0.24
H 2.314 2.845 -4.854 0.24
C -5.437 0.278 -1.795 -0.17
H -2.905 -1.143 0.131 0.25
H 0.480 -4.294 2.946 0.23
H -0.438 -1.866 -2.274 0.24
C 3.197 -2.837 2.291 -0.22
C 1.129 -1.601 2.208 0.03
H -1.546 -1.043 -3.435 0.24
H -0.117 -0.971 0.785 0.18
H -2.345 -1.455 2.558 0.21
H 1.449 0.506 -4.301 0.23
H -1.372 2.299 1.138 0.24
C -1.399 -0.873 2.500 -0.62
H 0.621 4.343 -1.123 0.24
C -4.677 1.158 -2.601 -0.20
H 3.667 -3.826 2.225 0.21
N -0.357 0.220 -2.185 -0.32
H -0.918 3.726 0.137 0.23
H 3.715 0.515 2.854 0.21
H -2.673 1.908 -2.968 0.23
H -6.522 0.200 -1.951 0.24
H -0.635 -2.569 1.405 0.22
C 5.373 -1.711 2.641 -0.63
H 1.782 -4.888 1.903 0.22
C -4.822 -0.515 -0.803 -0.19
H 0.329 -4.146 1.178 0.21
C 1.541 3.732 -3.041 -0.19
C 1.807 -2.819 2.180 -0.01
H -1.124 -0.726 3.570 0.23
H 0.215 -1.035 -3.742 0.23
C 1.036 -4.101 2.020 -0.64
C 1.107 0.956 2.666 -0.64
N -0.745 1.895 -0.818 -0.31



# 2
35
Properties=species:S:1:pos:R:3:lowdin_spin:R:1 method="wB97M-V/def2-TZVPD" gap_ev="5.41 / 4.06" multiplicity=6
C 1.418 1.961 2.102 -0.02
C 2.390 3.066 6.028 0.00
C 1.233 1.625 4.477 0.00
C -3.762 2.730 -0.021 0.04
C -2.928 1.731 0.428 -0.01
C 2.225 3.059 2.312 0.01
C 3.590 3.080 -1.100 0.07
H 4.535 3.415 -1.504 0.00
H 2.602 3.625 1.475 0.00
C 2.519 3.955 -1.267 0.07
H 4.584 1.303 -0.526 0.00
H 2.775 4.867 -1.791 0.00
H -3.326 0.820 0.880 0.00
H 0.844 1.055 5.306 0.00
N 4.078 5.492 3.869 0.00
C 0.433 2.896 -0.271 0.11
C 0.879 1.230 3.183 0.02
H -1.344 4.888 -0.945 0.00
H -4.833 2.623 0.026 0.00
C 3.627 1.818 -0.522 0.05
C -0.991 2.906 -0.154 -0.01
H -3.782 4.724 -0.830 0.00
C 2.554 3.460 3.605 0.00
H 0.600 4.739 -1.222 0.00
C 3.386 4.583 3.780 0.00
N 2.676 1.082 0.001 0.10
C 1.176 3.877 -0.910 0.06
S -0.174 -0.133 2.999 0.09
N 2.645 3.319 7.116 0.01
N -1.595 1.799 0.369 0.05
C 2.056 2.716 4.701 0.01
C -3.169 3.896 -0.510 -0.02
C -1.800 3.983 -0.578 0.03
S 1.160 1.382 0.406 -0.02
Mn -0.610 0.001 0.768 4.32



# 3
84
Properties=species:S:1:pos:R:3:mulliken_charge:R:1 method="wB97M-V/def2-TZVPD" de_lowest_kj_mol=439.7 gap_ev=8.11
H -8.044 -12.841 -6.152 0.30
C -10.120 -8.648 -5.979 -0.91
H -4.419 -15.029 -0.477 0.29
C -3.835 -6.532 -3.862 -0.58
C -6.459 -9.980 -3.535 0.13
H -6.256 -8.205 -2.330 -1.03
C -5.236 -13.167 -0.381 0.39
H -2.368 -10.067 -2.618 0.36
H -2.867 -10.821 -1.095 0.36
H -3.294 -6.337 -2.964 0.37
H -6.263 -7.876 -5.465 0.05
O -9.548 -9.651 -5.168 -0.38
H -9.509 -7.574 -1.578 -0.17
H -5.407 -7.347 -9.230 0.26
H -9.755 -11.927 -2.741 0.38
H -6.564 -5.142 -0.417 0.33
H -7.252 -9.473 0.113 0.00
O -3.658 -7.855 -4.272 -0.67
O -5.453 -12.970 -1.706 -0.56
H -5.843 -11.376 0.338 0.24
H -8.547 -10.946 -0.251 0.35
H -11.635 -8.157 -0.729 0.32
H -7.648 -11.671 -1.590 -0.03
O -3.979 -9.126 -1.763 -0.46
H -7.079 -6.779 -0.493 0.11
H -6.070 -4.768 -2.614 0.25
H -7.781 -13.300 -3.413 -0.03
O -6.335 -9.628 0.085 -0.33
O -6.974 -8.614 -7.832 -0.71
H -3.766 -5.789 -4.571 0.56
H -9.196 -2.997 -2.677 0.27
C -8.626 -11.633 -1.062 -1.09
H -4.865 -6.219 -8.128 0.19
H -7.084 -6.106 -3.205 -0.32
H -8.848 -12.591 -0.691 0.58
C -5.763 -9.040 1.197 -0.68
C -5.928 -7.792 -7.415 0.34
H -4.916 -6.318 -3.629 0.12
H -4.287 -6.229 -0.039 0.27
C -8.072 -4.522 -3.211 0.46
H -9.482 -8.397 -6.794 0.22
H -8.500 -8.249 -4.232 -0.26
H -10.476 -8.210 -2.914 0.07
H -7.831 -8.941 -2.281 -0.80
H -11.677 -11.376 -1.872 0.39
O -10.948 -11.242 -1.231 -0.60
H -10.372 -6.469 -2.713 0.16
H -4.606 -7.550 -5.774 0.35
C -10.433 -7.465 -2.163 0.25
C -7.451 -13.483 -4.428 -0.48
H -7.493 -2.979 -1.947 0.21
C -3.193 -10.326 -1.988 -0.75
O -4.967 -6.598 -0.602 -0.42
H -7.383 -14.559 -4.531 0.39
C -9.786 -11.227 -1.933 0.36
N -5.224 -7.137 -8.304 -0.39
H -11.091 -8.908 -6.316 0.47
H -6.509 -13.024 -4.586 0.31
H -6.564 -8.473 1.703 0.34
N -8.270 -3.405 -2.580 -0.39
H -10.378 -7.790 -5.405 0.27
H -10.135 -10.368 -5.231 0.25
O -9.050 -5.039 -4.005 -0.72
H -4.900 -8.402 0.948 0.11
N -4.626 -14.204 0.117 -0.39
N -5.621 -7.508 -6.167 -0.06
H -9.583 -10.288 -2.384 -0.31
C -7.005 -8.674 -2.956 2.61
O -8.455 -12.987 -5.345 -0.52
O -7.618 -7.883 -4.017 -0.16
H -6.340 -6.159 0.849 0.54
H -7.237 -10.662 -3.993 -0.11
H -3.561 -8.386 -3.466 0.34
N -5.436 -12.291 0.581 -0.24
H -5.307 -9.717 1.902 0.36
N -6.940 -5.124 -3.060 -0.03
H -5.591 -9.713 -4.223 0.33
C -6.267 -6.153 -0.191 -0.78
H -3.833 -11.031 -2.559 0.23
O -11.715 -7.685 -1.568 -0.63
H -4.625 -9.398 -1.123 0.03
H -6.081 -10.482 -2.642 -0.38
H -4.568 -14.265 1.166 0.18
H -5.814 -12.539 1.576 0.29



# 4
10
Properties=species:S:1:pos:R:3:nbo_charge:R:1 method="wB97M-V/def2-TZVPD" de_lowest_kj_mol=435.5 gap_ev=9.83
O -2.446 -0.275 -0.235 -0.53
C 1.008 0.844 -0.154 0.71
H 0.052 -1.906 0.847 0.40
H -1.712 1.586 0.016 0.16
N -0.220 0.030 0.046 -0.39
N 0.256 -1.345 -0.191 -0.22
O 0.946 2.073 -0.067 -0.52
N 2.057 -0.170 -0.187 -0.22
C -1.527 0.434 0.003 0.53
N 1.587 -1.271 -0.079 0.07



# 5
4
Properties=species:S:1:pos:R:3:nbo_charge:R:1 method="wB97M-V/def2-TZVPD" de_lowest_kj_mol=351.6 gap_ev="6.22 / 6.22"
P 1.939 -1.103 0.046 0.86
C 3.875 1.086 -0.035 0.25
C 2.893 0.261 -0.010 -0.99
H -0.398 -0.145 0.217 -0.12